84
Properties=species:S:1:pos:R:3 method="wB97M-V/def2-TZVPD" total_energy_ha=-2929.81496 max_force_ev_per_a=0.79 gap_ev="8.090 / 7.356" homo_ev="-10.63 / -10.98" charge=+1 multiplicity=2 s_squared=0.755
Pt -0.7094 1.2065 -2.4597
C -1.0133 3.7049 -4.0229
C -1.7190 2.5830 -4.7740
N -1.0634 1.2765 -4.5376
C 0.0996 0.9114 -5.3606
C 1.3734 1.6956 -5.0712
S 1.8971 1.7135 -3.3209
C 1.7960 3.4750 -2.8926
C 0.5609 3.8888 -2.1012
N -0.6917 3.2899 -2.6215
H -1.6386 4.5983 -4.0118
H -0.0826 3.9763 -4.5105
H -1.7674 2.8159 -5.8409
H -2.7377 2.4703 -4.4027
H -1.7817 0.5577 -4.6420
H -0.1418 1.0129 -6.4234
H 0.2770 -0.1462 -5.1619
H 1.3216 2.7239 -5.4248
H 2.1792 1.2215 -5.6309
H 1.9252 4.0541 -3.8062
H 2.6698 3.6864 -2.2769
H 0.4823 4.9799 -2.1028
H 0.6504 3.5463 -1.0718
H -1.4423 3.6040 -2.0102
O -2.8033 -1.9053 -3.4120
S -2.4421 -0.9762 -2.3811
O -2.8247 -1.2790 -1.0330
O -0.8748 -0.7807 -2.4365
O -2.8571 0.4585 -2.7666
C 3.8841 -1.9055 6.7590
C 3.3193 -1.4215 5.4541
C 3.6512 -2.0323 4.2535
C 3.1185 -1.6080 3.0443
C 3.5513 -2.3318 1.7925
C 2.2100 -0.5352 3.0470
Te 1.5078 -0.0806 1.0932
N -0.1963 1.1925 -0.5430
C -0.8484 1.1489 0.5323
O -0.1443 0.7921 1.6633
C -2.2548 1.4899 0.8751
C -3.1440 1.9127 -0.1105
C -4.4492 2.2369 0.2124
C -4.8832 2.1468 1.5275
C -4.0090 1.7207 2.5145
C -2.7033 1.3875 2.1909
C 0.5649 -1.8841 0.6072
C 0.8369 -2.3997 -0.6588
C 1.8729 -1.8554 -1.6031
C 0.0933 -3.4897 -1.0975
C -0.9079 -4.0448 -0.3252
C -1.7677 -5.1575 -0.8442
C -1.1151 -3.5368 0.9563
C -0.3942 -2.4711 1.4615
C -0.6526 -2.0592 2.8876
C 1.9166 0.1548 4.2303
C 1.0922 1.4115 4.3466
C 2.4679 -0.3279 5.4128
H 4.5698 -2.7376 6.6111
H 3.0856 -2.2372 7.4240
H 4.4221 -1.1056 7.2690
H 4.3466 -2.8639 4.2530
H 4.4631 -2.8934 1.9873
H 3.7845 -1.6508 0.9647
H 2.7930 -3.0329 1.4446
H -2.8384 1.9273 -1.1449
H -5.1367 2.5390 -0.5665
H -5.9058 2.3954 1.7788
H -4.3460 1.6377 3.5390
H -2.0304 1.0454 2.9643
H 2.3822 -0.9587 -1.2475
H 1.3936 -1.6072 -2.5508
H 2.6387 -2.6094 -1.7917
H 0.2694 -3.8691 -2.0976
H -1.5025 -5.4203 -1.8663
H -2.8161 -4.8571 -0.8324
H -1.6696 -6.0472 -0.2197
H -1.8809 -3.9828 1.5804
H -1.5719 -2.5242 3.2392
H -0.7550 -0.9850 3.0072
H 0.1591 -2.3929 3.5367
H 0.6664 1.7489 3.4116
H 1.7155 2.2126 4.7472
H 0.2739 1.2604 5.0529
H 2.2313 0.1924 6.3352